Record 1
Formula: C48H38AuN4O2P2
Source: the OMol25 dataset
Level of theory: the ωB97M-V functional and the def2-TZVPD basis

Structure (ORCA input):
```
! wB97M-V def2-TZVPD RIJCOSX def2/J DEFGRID3
* xyz -1 1
Au 0.5591 1.6035 -1.6491
C -4.7379 -2.0432 -6.8931
O -3.3342 -2.1917 -6.9034
C -2.7898 -3.0411 -5.9796
C -3.5195 -3.9587 -5.2386
C -2.8610 -4.7849 -4.3319
C -1.4978 -4.6843 -4.1313
C -0.7670 -3.7811 -4.9090
C -1.4044 -2.9731 -5.8239
N -0.8783 -5.6335 -3.2523
N 0.0558 -5.3132 -2.4928
C 0.4761 -3.9809 -2.2891
C 1.8475 -3.7979 -2.1939
C 2.4396 -2.5515 -2.1110
C 1.6630 -1.3693 -2.0858
O 2.1399 -0.2109 -2.1344
C 0.2112 -1.5713 -1.9664
N -0.5257 -0.4639 -1.7248
C -1.8227 -0.5706 -1.5601
C -2.4831 -1.8059 -1.5904
C -1.7603 -2.9381 -1.8391
C -0.3707 -2.8543 -2.0757
H -4.9622 -1.2003 -7.5423
H -5.1050 -1.8328 -5.8853
H -5.2408 -2.9349 -7.2789
H -4.5878 -4.0534 -5.3647
H -3.4197 -5.5176 -3.7623
H 0.3052 -3.7103 -4.7829
H -0.8472 -2.2673 -6.4247
H 2.4660 -4.6878 -2.2440
H 3.5159 -2.4446 -2.0921
H -2.3654 0.3490 -1.3756
H -3.5483 -1.8523 -1.4080
H -2.2472 -3.9030 -1.8304
C 0.4124 0.9046 3.1259
P 0.7998 1.2748 1.3218
C -0.1398 2.8649 1.3444
C 0.3868 4.1088 1.6694
C -0.4253 5.2359 1.6847
C -1.7788 5.1273 1.4033
C -2.3168 3.8859 1.0900
C -1.4977 2.7695 1.0463
C 2.5609 1.7885 1.4649
C 3.1237 2.3704 2.6006
C 4.4672 2.7119 2.6357
C 5.2759 2.4651 1.5342
C 4.7349 1.8623 0.4082
C 3.3898 1.5209 0.3754
P 1.3864 -0.4606 3.8936
C 0.3134 -0.8592 5.3392
C -0.4438 0.1116 5.9910
C -1.1854 -0.2023 7.1234
C -1.1795 -1.4935 7.6259
C -0.4205 -2.4688 6.9906
C 0.3198 -2.1530 5.8637
C 0.9539 -1.8780 2.8166
C 1.9841 -2.6717 2.3243
C 1.7053 -3.8131 1.5810
C 0.3920 -4.1719 1.3298
C -0.6447 -3.3722 1.8006
C -0.3650 -2.2338 2.5350
H -0.6535 0.6586 3.1470
H 0.5516 1.8127 3.7152
H 1.4459 4.2140 1.8677
H 0.0050 6.2048 1.9055
H -2.4065 6.0094 1.4081
H -3.3693 3.7940 0.8527
H -1.9063 1.8059 0.7590
H 2.5193 2.5633 3.4780
H 4.8827 3.1654 3.5269
H 6.3248 2.7332 1.5596
H 5.3590 1.6464 -0.4496
H 2.9830 1.0197 -0.4992
H -0.4665 1.1255 5.6130
H -1.7736 0.5664 7.6087
H -1.7626 -1.7410 8.5037
H -0.4103 -3.4820 7.3725
H 0.9008 -2.9252 5.3725
H 3.0106 -2.3840 2.5186
H 2.5145 -4.4199 1.1961
H 0.1737 -5.0590 0.7504
H -1.6718 -3.6378 1.5876
H -1.1808 -1.6255 2.9092
N 0.7858 9.0452 -1.2526
C 0.7622 7.8992 -1.3576
C 0.7339 6.4681 -1.4881
C -0.4373 5.8187 -1.8722
C -0.4642 4.4371 -1.9613
C 0.6516 3.6384 -1.6645
C 1.8206 4.3313 -1.3054
C 1.8719 5.7115 -1.2125
H -1.3241 6.4026 -2.0887
H -1.3934 3.9642 -2.2542
H 2.7224 3.7750 -1.0757
H 2.7887 6.2111 -0.9233
*
```

For the HOMO energy, the calculation gives -4.45 eV. As for the energy above the lowest of the compared OMol25 structures with the same formula, charge and spin: 0.00 kJ/mol.

Record 2
Formula: C48H38BrGeIN7O2PV
Source: the OMol25 dataset
Level of theory: the ωB97M-V functional and the def2-TZVPD basis

Structure (ORCA input):
```
! wB97M-V def2-TZVPD RIJCOSX def2/J DEFGRID3
* xyz 2 4
V -0.3722 0.6080 0.1177
Br 0.4200 -4.6587 2.5728
C 1.5604 -3.5935 1.5113
C 2.9362 -3.8201 1.5534
C 3.7472 -3.0075 0.7838
C 3.1707 -2.0033 0.0146
C 1.7994 -1.9061 0.0400
N 0.9902 -2.6766 0.7668
C 1.1186 -0.8511 -0.7681
O 1.5818 0.2856 -0.9154
O -0.1135 -1.1057 -1.2484
H 3.3434 -4.6103 2.1684
H 4.8203 -3.1512 0.7816
H 3.7632 -1.3340 -0.5956
N -3.6007 -0.4950 -0.2954
C -3.1330 -0.7317 0.9330
N -3.9471 -1.3604 1.7744
C -3.4693 -1.5326 3.0008
N -4.2556 -2.1126 3.9077
N -2.2316 -1.1552 3.4275
C -1.5214 -0.5641 2.5174
N -1.8789 -0.2910 1.2398
C -0.1410 -0.1277 2.9061
C 0.3438 -0.2941 4.1795
C 1.6450 0.1105 4.4498
C 2.4112 0.6391 3.4285
C 1.8571 0.7611 2.1668
N 0.5891 0.4032 1.9090
H -4.5434 -0.7806 -0.4993
H -3.0856 0.0229 -0.9866
H -5.1610 -2.4535 3.6347
H -3.8996 -2.2958 4.8291
H -0.2963 -0.7403 4.9276
H 2.0543 0.0045 5.4471
H 3.4313 0.9584 3.5938
H 2.4222 1.1501 1.3320
I -1.2361 1.5331 -2.4318
C -1.2608 3.6024 -2.6621
C -1.1504 3.9205 -3.9824
C -1.2542 5.2628 -4.4065
C -1.5059 6.2204 -3.4838
C -1.6161 5.9079 -2.1037
C -1.9028 6.9655 -1.2100
C -2.0278 6.7377 0.1222
C -1.8096 5.4395 0.6066
C -1.5049 4.3707 -0.2025
P -1.0803 2.8682 0.8019
C 0.2506 3.6003 1.8317
C 0.1573 4.0197 3.1529
C 1.2666 4.5570 3.8015
C 2.4701 4.6957 3.1299
C 2.5666 4.3022 1.7985
C 1.4668 3.7528 1.1600
C -2.6199 2.6615 1.7696
C -3.8281 2.7983 1.0827
C -5.0320 2.5142 1.7098
C -5.0505 2.0850 3.0315
C -3.8563 1.9300 3.7174
C -2.6474 2.2067 3.0870
C -1.4516 4.5712 -1.6238
H -0.9997 3.1450 -4.7216
H -1.1606 5.5054 -5.4562
H -1.6336 7.2538 -3.7830
H -2.0276 7.9624 -1.6162
H -2.2617 7.5409 0.8089
H -1.8664 5.2961 1.6795
H -0.7781 3.9717 3.6866
H 1.1765 4.8853 4.8295
H 3.3258 5.1264 3.6335
H 3.4965 4.4283 1.2578
H 1.5568 3.4506 0.1203
H -3.8370 3.1526 0.0584
H -5.9610 2.6386 1.1683
H -5.9924 1.8744 3.5227
H -3.8585 1.5929 4.7469
H -1.7318 2.0321 3.6327
Ge -0.7277 -2.8786 -1.7664
C 0.9161 -3.6997 -2.1937
C 1.1998 -4.9730 -1.6976
C 2.4046 -5.5898 -2.0159
C 3.3267 -4.9381 -2.8227
C 3.0526 -3.6673 -3.3179
C 1.8508 -3.0492 -3.0070
C -1.8437 -2.3658 -3.1924
C -1.3109 -1.8576 -4.3828
C -2.1541 -1.4820 -5.4192
C -3.5298 -1.6256 -5.2813
C -4.0671 -2.1568 -4.1148
C -3.2270 -2.5270 -3.0728
H -1.4825 -3.4021 -0.5538
H 0.4923 -5.4939 -1.0609
H 2.6209 -6.5797 -1.6349
H 4.2620 -5.4230 -3.0726
H 3.7727 -3.1638 -3.9504
H 1.6583 -2.0540 -3.3935
H -0.2408 -1.7625 -4.5170
H -1.7396 -1.0932 -6.3407
H -4.1848 -1.3411 -6.0960
H -5.1369 -2.2968 -4.0247
H -3.6514 -2.9645 -2.1756
*
```

For the HOMO energy (alpha / beta), the calculation gives -12.71 / -12.77 eV. The expectation value of S² is 3.77. As for the energy above the lowest of the compared OMol25 structures with the same formula, charge and spin: 41.74 kJ/mol.

Record 3
Formula: C48H39BBrCl2N3O6Ti
Source: the OMol25 dataset
Level of theory: the ωB97M-V functional and the def2-TZVPD basis

Structure (ORCA input):
```
! wB97M-V def2-TZVPD RIJCOSX def2/J DEFGRID3
* xyz -1 2
Ti 0.5517 1.5918 -0.0652
O 2.6501 -1.8234 -1.3871
C 3.2047 -1.2907 -2.4934
C 4.3957 -1.8518 -2.9495
C 5.0128 -1.3590 -4.0866
C 4.4586 -0.2927 -4.7813
C 3.2734 0.2602 -4.3202
C 2.6268 -0.2273 -3.1936
C 1.3048 0.3755 -2.7707
O 1.1934 0.4686 -1.4055
N 0.1605 -0.4042 -3.3101
N -0.6509 -1.0158 -2.4511
C -1.7810 -1.4579 -2.8402
C -2.6927 -2.1112 -1.9178
Br -2.0350 -2.3339 -0.1695
C -3.9105 -2.5022 -2.3176
C -5.0190 -3.1250 -1.5884
C -5.8296 -4.0296 -2.2790
C -6.9054 -4.6433 -1.6617
C -7.2043 -4.3480 -0.3391
C -6.4233 -3.4315 0.3485
C -5.3413 -2.8218 -0.2656
H 1.9517 -1.2239 -1.0580
H 4.8210 -2.6717 -2.3870
H 5.9401 -1.8055 -4.4229
H 4.9472 0.1088 -5.6587
H 2.8335 1.1034 -4.8428
H 1.2373 1.3807 -3.2299
H -0.2249 -0.0894 -4.1944
H -2.1433 -1.3370 -3.8676
H -4.1036 -2.3473 -3.3762
H -5.6009 -4.2576 -3.3133
H -7.5134 -5.3474 -2.2152
H -8.0451 -4.8214 0.1502
H -6.6610 -3.1785 1.3733
H -4.7584 -2.0919 0.2732
C 4.8866 2.6901 0.2954
C 4.9902 3.8387 -0.4794
C 3.8579 4.3356 -1.0983
C 2.6289 3.6888 -0.9377
C 2.4980 2.5269 -0.1628
C 3.6647 2.0491 0.4396
C 1.4223 4.1951 -1.6285
C 1.3407 5.5352 -2.1115
C 0.2219 5.9502 -2.7574
C -0.8497 5.0468 -2.9698
C -2.0325 5.4022 -3.6565
C -3.0315 4.4874 -3.8326
C -2.8801 3.1751 -3.3357
C -1.7462 2.8039 -2.6683
C -0.7083 3.7446 -2.4557
N 0.4138 3.3570 -1.7745
H 5.7685 2.2846 0.7780
H 5.9457 4.3303 -0.6113
H 3.9452 5.2116 -1.7297
H 3.6312 1.1407 1.0334
H 2.1581 6.2135 -1.9235
H 0.1323 6.9686 -3.1160
H -2.1312 6.4130 -4.0346
H -3.9416 4.7640 -4.3482
H -3.6770 2.4541 -3.4654
H -1.6405 1.8071 -2.2650
Cl -5.6547 4.5566 2.6078
C -4.3627 3.6627 1.8324
C -4.7033 2.6596 0.9322
C -3.6683 1.9584 0.3267
Cl -4.0709 0.6684 -0.7716
C -2.3225 2.2245 0.5826
O -1.3585 1.5269 0.0061
C -1.9987 3.2646 1.5068
C -0.6633 3.5889 1.8046
O 0.3865 3.0762 1.2483
C -3.0603 3.9682 2.1287
H -5.7333 2.4233 0.7137
H -0.4774 4.3596 2.5568
H -2.8335 4.7537 2.8371
C 3.5573 -4.2254 6.1628
C 2.5391 -4.5140 5.0523
C 1.3836 -5.3416 5.6312
C 3.2295 -5.3547 3.9785
C 1.9997 -3.1918 4.5004
C 1.3158 -2.3275 5.3610
C 0.7922 -1.1069 4.9452
C 0.9748 -0.7673 3.6225
O 0.5641 0.3437 2.9474
B 0.9878 0.1799 1.6117
O 1.6803 -1.0476 1.5161
C 1.6498 -1.6110 2.7596
C 2.1735 -2.8208 3.1634
H 3.9512 -5.1599 6.5684
H 3.1043 -3.6656 6.9807
H 4.3920 -3.6379 5.7787
H 1.7577 -6.2903 6.0232
H 0.6390 -5.5566 4.8640
H 0.8824 -4.8173 6.4436
H 3.5803 -6.2905 4.4184
H 4.0944 -4.8407 3.5582
H 2.5511 -5.6024 3.1618
H 1.1821 -2.6118 6.3967
H 0.2616 -0.4537 5.6239
H 2.6896 -3.4421 2.4483
*
```

For the HOMO energy (alpha / beta), the calculation gives -3.12 / -5.51 eV. The expectation value of S² is 0.78.

Record 4
Formula: C48H39BrFNO2S2Ta
Source: the OMol25 dataset
Level of theory: the ωB97M-V functional and the def2-TZVPD basis

Structure (ORCA input):
```
! wB97M-V def2-TZVPD RIJCOSX def2/J DEFGRID3
* xyz 1 1
Ta -0.5916 0.6439 -1.7926
C 6.6582 -2.2603 -3.5740
C 5.3926 -2.1163 -2.7782
C 4.8428 -0.8569 -2.5450
C 3.6602 -0.7080 -1.8392
C 3.0260 -1.8470 -1.3669
C 3.5355 -3.1174 -1.5965
C 4.7262 -3.2403 -2.2912
S 1.5011 -1.7189 -0.4911
O 1.0599 -0.2578 -0.7103
C 2.0142 -1.6872 1.2158
C 3.3622 -1.5524 1.6099
C 3.6558 -1.4790 2.9388
C 2.6349 -1.5344 3.9192
C 2.9357 -1.4588 5.3020
C 1.9413 -1.5160 6.2331
C 0.5928 -1.6542 5.8307
C 0.2693 -1.7273 4.5076
C 1.2842 -1.6664 3.5164
C 0.9860 -1.7388 2.1287
C -0.4297 -1.8598 1.6667
C -1.0136 -3.1511 1.5060
C -0.3005 -4.3369 1.8150
C -0.8781 -5.5587 1.6255
C -2.1918 -5.6598 1.1174
C -2.9011 -4.5345 0.8144
C -2.3322 -3.2526 1.0019
C -3.0594 -2.0747 0.6916
C -2.5123 -0.8439 0.8814
C -1.1860 -0.7518 1.3671
S -0.4465 0.8649 1.5088
O -0.7302 1.5234 0.1293
C -1.6235 1.6841 2.5461
C -2.6853 2.3834 1.9937
C -3.5915 2.9868 2.8524
C -3.4481 2.9000 4.2343
C -4.4438 3.5420 5.1577
C -2.3572 2.2007 4.7532
C -1.4349 1.5963 3.9191
H 7.3422 -1.4354 -3.3791
H 6.4343 -2.2561 -4.6426
H 7.1667 -3.1953 -3.3451
H 5.3460 0.0233 -2.9260
H 3.2300 0.2698 -1.6689
H 3.0113 -3.9971 -1.2414
H 5.1380 -4.2250 -2.4723
H 4.1444 -1.5096 0.8650
H 4.6842 -1.3756 3.2616
H 3.9697 -1.3554 5.6061
H 2.1812 -1.4590 7.2863
H -0.1855 -1.7078 6.5805
H -0.7646 -1.8386 4.2041
H 0.7049 -4.2654 2.2102
H -0.3287 -6.4585 1.8682
H -2.6346 -6.6358 0.9710
H -3.9090 -4.6063 0.4254
H -4.0666 -2.1654 0.3039
H -3.0739 0.0521 0.6534
H -2.7945 2.4677 0.9198
H -4.4238 3.5404 2.4358
H -5.1018 4.2225 4.6209
H -3.9411 4.0998 5.9477
H -5.0639 2.7821 5.6367
H -2.2222 2.1445 5.8264
H -0.5815 1.0679 4.3292
Br -7.3208 1.9981 -1.8959
C -5.4664 1.6372 -1.9623
C -4.5637 2.6682 -1.7515
C -3.2044 2.3908 -1.7940
C -2.7199 1.0969 -2.0310
C -3.6669 0.0922 -2.2609
C -5.0320 0.3501 -2.2316
H -4.9203 3.6734 -1.5702
H -2.5093 3.2104 -1.6404
H -3.3380 -0.9187 -2.4803
H -5.7502 -0.4363 -2.4215
C -0.3215 1.2782 -5.5688
C 0.5251 2.4404 -5.1367
C 1.1129 3.2974 -6.0580
C 1.8912 4.3665 -5.6405
C 2.0891 4.5954 -4.2868
C 1.5142 3.7650 -3.3341
C 1.7066 4.0032 -1.8633
C 0.7363 2.6898 -3.7758
N 0.1497 1.8482 -2.8327
H -0.3894 1.2285 -6.6542
H -1.3331 1.3587 -5.1636
H 0.0921 0.3333 -5.2080
H 0.9563 3.1220 -7.1154
H 2.3419 5.0249 -6.3715
H 2.6941 5.4333 -3.9619
H 2.3508 4.8639 -1.6907
H 2.1563 3.1339 -1.3767
H 0.7509 4.1830 -1.3658
F -0.7144 -1.0762 -2.6317
*
```

For the HOMO energy, the calculation gives -9.91 eV. As for the energy above the lowest of the compared OMol25 structures with the same formula, charge and spin: 0.00 kJ/mol.

Record 5
Formula: C48H40ClIN4OPRbS4
Source: the OMol25 dataset
Level of theory: the ωB97M-V functional and the def2-TZVPD basis

Structure (ORCA input):
```
! wB97M-V def2-TZVPD RIJCOSX def2/J DEFGRID3
* xyz -2 1
Rb -1.0252 0.8258 -0.3312
Cl -2.9937 0.8821 1.9352
C -4.3257 -0.1644 2.3758
C -5.2054 0.2573 3.3602
C -6.2696 -0.5613 3.7085
C -6.4287 -1.7851 3.0738
C -5.5260 -2.1890 2.0936
C -4.4452 -1.3913 1.7199
P -3.3154 -1.6703 0.2570
C -1.8843 -2.4684 1.1291
C -0.7182 -2.7067 0.3987
C 0.3330 -3.4180 0.9641
C 0.2329 -3.8991 2.2632
C -0.9174 -3.6494 3.0040
C -1.9677 -2.9336 2.4428
C -4.1480 -3.1790 -0.4269
C -3.9135 -4.4779 0.0116
C -4.5959 -5.5554 -0.5539
C -5.5234 -5.3449 -1.5633
C -5.7655 -4.0504 -2.0105
C -5.0793 -2.9812 -1.4500
H -5.0530 1.2162 3.8431
H -6.9719 -0.2380 4.4684
H -7.2565 -2.4319 3.3432
H -5.6561 -3.1506 1.6110
H -0.6292 -2.3535 -0.6245
H 1.2255 -3.5863 0.3693
H 1.0555 -4.4528 2.7073
H -0.9920 -4.0005 4.0273
H -2.8567 -2.7492 3.0327
H -3.1816 -4.6608 0.7890
H -4.3900 -6.5622 -0.2081
H -6.0422 -6.1847 -2.0138
H -6.4688 -3.8763 -2.8174
H -5.2290 -1.9772 -1.8304
C 4.7138 2.2657 1.0767
C 5.5040 1.2798 0.2536
C 6.8262 0.9987 0.5861
C 7.6310 0.1695 -0.1864
C 7.0979 -0.3965 -1.3377
C 5.7759 -0.1560 -1.6758
C 4.9631 0.6647 -0.8876
N 3.6470 0.9033 -1.2999
C 2.5241 0.9048 -0.4195
N 2.6552 0.0275 0.6026
C 1.9426 -0.1644 1.8491
C 0.7330 0.4837 2.1323
C 0.2235 0.1472 3.4028
C 0.8248 -0.7442 4.2909
C 2.0356 -1.3312 3.9456
C 2.6218 -1.0405 2.7205
C 3.9538 -1.6627 2.3612
N 1.5432 1.6990 -0.6281
C 1.4744 2.4749 -1.7929
C 1.2668 1.8566 -3.0328
C 1.1219 2.6123 -4.1877
C 1.1768 4.0020 -4.1236
C 1.3592 4.6165 -2.8894
C 1.5064 3.8754 -1.7183
C 1.7277 4.5529 -0.3870
H 5.3923 2.9743 1.5569
H 4.1197 1.7768 1.8561
H 4.0118 2.8264 0.4544
H 7.2413 1.4698 1.4728
H 8.6578 -0.0215 0.1015
H 7.7046 -1.0354 -1.9681
H 5.3424 -0.6189 -2.5579
H 3.4131 0.5849 -2.2315
H 3.4444 -0.5799 0.4787
H -0.7042 0.6143 3.7385
H 0.3576 -0.9901 5.2430
H 2.5270 -2.0266 4.6221
H 4.3284 -2.2535 3.1983
H 4.7136 -0.9098 2.1218
H 3.8778 -2.3376 1.4961
H 1.2085 0.7640 -3.0683
H 0.9566 2.1112 -5.1360
H 1.0562 4.6012 -5.0201
H 1.3927 5.7026 -2.8265
H 1.2057 5.5134 -0.3485
H 2.7914 4.7459 -0.2151
H 1.3763 3.9173 0.4294
O -0.4547 -3.9334 -6.9796
C -0.4299 -3.3289 -5.9127
S 1.0308 -2.8878 -5.0458
C 0.3033 -2.0452 -3.6600
C -1.0576 -2.0115 -3.6701
S -2.1200 -1.2517 -2.5008
S -1.8557 -2.7830 -5.0487
S 1.4444 -1.3716 -2.5090
I -2.6033 3.8526 -3.4677
C -2.1125 4.7566 -1.6426
C -2.0186 6.1462 -1.5541
C -1.7281 6.6844 -0.3195
C -1.5413 5.8406 0.7589
C -1.6499 4.4729 0.5530
N -1.9370 3.9407 -0.6327
H -2.1706 6.7661 -2.4258
H -1.6470 7.7589 -0.1993
H -1.3005 6.2267 1.7409
H -1.4888 3.7671 1.3647
*
```

For the HOMO energy, the calculation gives -0.67 eV.

Number 1 is which compound?
C48H38AuN4O2P2